1.
DFT (ωB97M-V with the def2-TZVPD basis set) results for a structure of composition C28H42Cl3N5O2Ti.

Results
**ΔE to the lowest compared entry with this formula, charge and spin**: 0.3800 eV
**F_max**: 0.950 eV/A
**HOMO energy**: -14.0 eV

Structure (ORCA input):
```
! RIJCOSX wB97M-V def2-TZVPD def2/J DEFGRID3
* xyz 2 1
Ti 0.12 0.24 -0.24
C 2.68 -0.64 3.83
C 1.90 -1.62 2.93
C 1.53 -2.86 3.75
C 2.70 -1.96 1.69
C 3.51 -3.08 1.61
C 4.30 -3.31 0.49
C 4.31 -2.41 -0.56
C 3.52 -1.27 -0.54
C 3.59 -0.28 -1.68
C 3.53 -0.96 -3.05
C 4.88 0.55 -1.57
C 2.71 -1.07 0.59
N 1.84 0.08 0.62
C 2.33 1.25 1.00
C 1.51 2.36 0.86
C 1.70 3.72 1.06
C 0.56 4.35 0.59
C -0.32 3.37 0.12
N 0.24 2.13 0.28
C -1.70 3.60 -0.44
C -1.90 5.09 -0.76
C -1.87 2.81 -1.74
C -2.74 3.21 0.64
H 2.16 -0.53 4.79
H 2.76 0.35 3.39
H 3.68 -1.02 4.03
H 0.99 -1.11 2.61
H 2.41 -3.26 4.24
H 1.10 -3.65 3.12
H 0.81 -2.60 4.53
H 3.53 -3.79 2.43
H 4.92 -4.19 0.45
H 4.96 -2.60 -1.40
H 2.74 0.41 -1.63
H 4.46 -1.51 -3.26
H 3.42 -0.21 -3.84
H 2.70 -1.67 -3.12
H 5.75 -0.09 -1.68
H 4.96 1.06 -0.61
H 4.91 1.31 -2.36
H 3.35 1.33 1.36
H 2.58 4.18 1.49
H 0.37 5.41 0.59
H -1.15 5.44 -1.48
H -1.83 5.70 0.14
H -2.88 5.24 -1.20
H -1.25 3.26 -2.52
H -2.91 2.85 -2.08
H -1.57 1.77 -1.65
H -2.75 3.97 1.42
H -2.50 2.27 1.14
H -3.74 3.17 0.21
C -3.07 -3.63 0.22
N -2.39 -2.43 0.71
C -1.26 -2.67 1.60
C -2.63 -1.23 0.22
N -1.69 -0.24 0.28
N -3.84 -0.96 -0.31
C -5.08 -1.54 0.20
C -4.03 0.06 -1.34
H -2.31 -4.38 -0.01
H -3.63 -3.43 -0.68
H -3.73 -4.05 0.98
H -1.47 -3.55 2.21
H -1.14 -1.82 2.27
H -0.34 -2.84 1.03
H -2.17 0.64 0.07
H -4.89 -2.11 1.11
H -5.56 -2.19 -0.53
H -5.76 -0.73 0.45
H -3.10 0.26 -1.86
H -4.44 0.99 -0.92
H -4.75 -0.32 -2.07
Cl -1.64 -2.45 -3.18
C 0.13 -2.09 -3.26
Cl 0.50 -1.25 -4.74
Cl 1.05 -3.57 -3.10
C 0.31 -1.21 -2.03
O 0.30 0.07 -2.13
O 0.38 -1.71 -0.88
*
```

Löwdin atomic charge list, values in e, 8 entries: atom 1 (Ti): 1.25, atom 2 (C): -0.03, atom 3 (C): -0.37, atom 4 (C): -0.07, atom 5 (C): -0.13, atom 6 (C): -0.01, atom 7 (C): -0.03, atom 8 (C): -0.01

2.
DFT (ωB97M-V with the def2-TZVPD basis set) results for a structure of composition Cl3F2O12Sr in a non-equilibrium geometry.

Results
**ΔE to the lowest compared entry with this formula, charge and spin**: 10.9150 eV
**F_max**: 10.655 eV/A
**HOMO energy**: 2.0 eV

Structure (ORCA input):
```
! RIJCOSX wB97M-V def2-TZVPD def2/J DEFGRID3
* xyz -3 1
Sr -22.68 -20.92 19.80
F -21.39 -21.40 18.29
F -23.43 -19.99 18.10
Cl -25.40 -19.97 20.25
O -24.82 -21.22 20.06
O -25.66 -19.96 21.67
O -24.40 -19.12 19.83
O -26.72 -19.83 19.54
Cl -22.75 -19.94 22.89
O -23.57 -18.72 23.10
O -22.22 -20.38 24.12
O -23.36 -20.74 21.76
O -21.55 -19.29 22.29
Cl -21.13 -18.76 19.58
O -20.47 -19.98 20.09
O -20.52 -17.52 20.00
O -21.00 -19.08 18.13
O -22.43 -18.84 20.16
*
```

Löwdin atomic charge list, values in e, 8 entries: atom 1 (Sr): 1.69, atom 2 (F): -0.78, atom 3 (F): -0.69, atom 4 (Cl): 0.64, atom 5 (O): -0.55, atom 6 (O): -0.38, atom 7 (O): -0.40, atom 8 (O): -0.41

3.
DFT (ωB97M-V with the def2-TZVPD basis set) results for the molecule C6H9F in a non-equilibrium geometry.

Results
**ΔE to the lowest compared entry with this formula, charge and spin**: 6.1804 eV
**F_max**: 2.347 eV/A
**HOMO energy**: -7.7 eV

Structure (ORCA input):
```
! RIJCOSX wB97M-V def2-TZVPD def2/J DEFGRID3
* xyz 0 1
C 0.46 0.90 -0.33
C -1.20 1.38 1.57
C 0.33 -0.50 -0.18
C -0.96 -0.05 1.93
C -0.85 -0.93 0.72
C 0.92 1.43 -1.62
F -0.61 2.15 2.48
H 0.38 -1.10 -1.11
H 1.34 -0.59 0.26
H -0.14 -0.02 2.66
H -1.97 -0.22 2.42
H -1.61 -0.68 0.00
H -0.78 -1.92 1.19
H -0.06 1.86 -1.97
H 1.31 0.79 -2.44
H 1.58 2.39 -1.54
*
```

Löwdin atomic charge list, values in e, 8 entries: atom 1 (C): -0.06, atom 2 (C): -0.08, atom 3 (C): -0.27, atom 4 (C): -0.29, atom 5 (C): -0.21, atom 6 (C): -0.14, atom 7 (F): -0.02, atom 8 (H): 0.12

4.
DFT (ωB97M-V with the def2-TZVPD basis set) results for a structure of composition C68H56Cl4HgN8O3PS.

Results
**ΔE to the lowest compared entry with this formula, charge and spin**: 4.1659 eV
**F_max**: 0.818 eV/A
**HOMO energy (alpha / beta)**: -6.5 / -6.6 eV

Structure (ORCA input):
```
! RIJCOSX wB97M-V def2-TZVPD def2/J DEFGRID3
* xyz 0 2
Hg 0.12 0.10 0.01
O -4.73 -3.12 -4.88
N -4.80 -1.90 -4.90
O -5.56 -1.27 -5.59
C -3.88 -1.14 -4.03
C -4.16 0.21 -3.84
C -3.19 1.02 -3.17
C -3.32 2.42 -3.13
C -2.34 3.17 -2.52
C -1.25 2.50 -1.98
N -1.13 1.18 -2.00
C -2.08 0.43 -2.55
C -1.97 -1.08 -2.42
N 0.26 -1.81 -1.28
C -0.17 -4.35 -1.26
C -0.96 -4.29 -2.52
C -2.22 -3.07 -3.77
C -2.78 -1.74 -3.48
H -5.05 0.65 -4.28
H -4.18 2.88 -3.58
H -2.40 4.25 -2.46
H -0.45 3.05 -1.48
H -0.44 -5.12 -0.55
H -0.69 -5.16 -3.12
H -2.42 -3.43 -4.77
C -5.39 -0.01 2.45
C -6.11 0.91 1.50
C -7.21 1.64 1.93
C -7.97 2.42 1.07
C -7.62 2.47 -0.28
C -6.51 1.78 -0.72
C -5.74 1.01 0.16
N -4.63 0.32 -0.35
C -3.34 0.35 0.18
N -3.08 1.47 0.95
C -1.91 1.99 1.57
C -0.57 1.60 1.36
C 0.42 2.27 2.08
C 0.14 3.30 2.97
C -1.18 3.69 3.14
C -2.21 3.06 2.46
C -3.62 3.54 2.67
N -2.44 -0.51 -0.03
C -2.48 -1.59 -0.97
C -3.60 -2.60 -0.95
C -3.53 -3.75 -1.61
C -2.53 -4.16 -2.67
C -0.74 -3.03 -3.34
C -0.46 -1.70 -2.55
C 0.37 -0.84 -3.51
H -6.11 -0.50 3.11
H -4.68 0.53 3.09
H -4.83 -0.79 1.93
H -7.50 1.56 2.98
H -8.83 2.96 1.44
H -8.21 3.06 -0.97
H -6.21 1.84 -1.76
H -4.71 -0.08 -1.27
H -3.89 2.04 1.08
H 1.45 1.99 1.94
H 0.93 3.79 3.52
H -1.43 4.50 3.82
H -3.62 4.40 3.34
H -4.26 2.77 3.12
H -4.11 3.86 1.74
H -4.41 -2.44 -0.25
H -4.34 -4.46 -1.45
H -2.93 -5.06 -3.14
H -0.02 -3.13 -4.15
H 1.27 -1.39 -3.78
H 0.67 0.09 -3.05
H -0.19 -0.62 -4.43
Cl 2.75 -0.77 2.04
C 2.01 -1.43 3.48
C 2.71 -1.27 4.66
C 2.22 -1.83 5.83
C 1.04 -2.56 5.79
C 0.35 -2.69 4.60
C 0.80 -2.11 3.41
P -0.21 -2.09 1.87
C 0.62 -3.26 0.78
C 1.33 -4.29 1.31
C 2.18 -5.17 0.56
C 2.26 -5.03 -0.78
C 1.31 -4.24 -1.51
C 0.40 -3.09 -0.68
C -1.74 -2.94 2.39
C -2.16 -4.16 1.88
C -3.37 -4.71 2.27
C -4.17 -4.06 3.19
C -3.77 -2.83 3.70
C -2.57 -2.26 3.29
H 3.64 -0.71 4.66
H 2.76 -1.71 6.76
H 0.66 -3.03 6.69
H -0.58 -3.25 4.59
H 1.36 -4.38 2.39
H 2.87 -5.82 1.09
H 3.10 -5.46 -1.32
H 1.58 -3.92 -2.51
H -1.61 -2.18 -0.67
H -1.53 -4.68 1.17
H -3.68 -5.66 1.85
H -5.11 -4.50 3.51
H -4.39 -2.31 4.42
H -2.28 -1.29 3.67
Cl 5.68 6.45 -0.64
C 5.99 4.75 -0.81
C 5.40 3.86 0.07
C 5.65 2.50 -0.08
C 6.48 2.03 -1.09
C 6.65 0.55 -1.29
C 5.73 0.02 -2.39
N 4.36 0.42 -2.15
C 3.74 1.55 -2.66
C 2.54 1.62 -2.01
N 2.43 0.57 -1.13
C 3.53 -0.12 -1.24
O 6.34 -0.09 -0.07
C 6.93 -1.38 0.10
C 6.30 -2.01 1.30
C 5.40 -3.03 1.24
Cl 4.76 -3.75 -0.17
S 4.89 -3.55 2.79
C 5.88 -2.38 3.55
C 6.57 -1.64 2.65
C 7.05 2.96 -1.95
Cl 8.09 2.44 -3.25
C 6.82 4.32 -1.82
H 4.74 4.21 0.85
H 5.19 1.79 0.59
H 7.68 0.33 -1.60
H 5.78 -1.07 -2.43
H 6.04 0.40 -3.36
H 4.21 2.17 -3.41
H 1.76 2.35 -2.13
H 3.76 -1.02 -0.70
H 8.01 -1.28 0.23
H 6.76 -2.01 -0.77
H 5.90 -2.32 4.63
H 7.25 -0.84 2.93
H 7.28 5.02 -2.49
*
```

Löwdin atomic charge list, values in e, 8 entries: atom 1 (Hg): 1.06, atom 2 (O): 0.09, atom 3 (N): -0.33, atom 4 (O): 0.08, atom 5 (C): -0.08, atom 6 (C): 0.05, atom 7 (C): -0.16, atom 8 (C): -0.01

5.
DFT (ωB97M-V with the def2-TZVPD basis set) results for the ion C3H7INO with charge +1.

Results
**ΔE to the lowest compared entry with this formula, charge and spin**: 0.2168 eV
**F_max**: 0.150 eV/A
**Structure (SMILES)**: I[C@@H]1COC[NH2+]1
**HOMO energy**: -14.3 eV

Structure (ORCA input):
```
! RIJCOSX wB97M-V def2-TZVPD def2/J DEFGRID3
* xyz 1 1
I 1.14 -0.76 2.60
C 0.62 0.22 0.81
C -0.79 0.77 0.72
O -0.93 0.98 -0.68
C -0.40 -0.11 -1.35
N 0.61 -0.73 -0.37
H 1.35 1.00 0.59
H -1.53 0.05 1.10
H -0.91 1.72 1.23
H -1.13 -0.88 -1.59
H 0.13 0.23 -2.24
H 0.29 -1.64 -0.05
H 1.54 -0.85 -0.77
*
```

Löwdin atomic charge list, values in e, 8 entries: atom 1 (I): 1.00, atom 2 (C): -0.73, atom 3 (C): -0.20, atom 4 (O): -0.06, atom 5 (C): -0.10, atom 6 (N): 0.07, atom 7 (H): 0.11, atom 8 (H): 0.13

6.
DFT (ωB97M-V with the def2-TZVPD basis set) results for a cluster of 2 separate species, C25H30BBr2N2O8 in total.

Results
**F_max**: 0.992 eV/A
**HOMO energy**: -3.8 eV

Structure (ORCA input):
```
! RIJCOSX wB97M-V def2-TZVPD def2/J DEFGRID3
* xyz -1 1
C 4.70 4.48 -0.21
C 3.29 4.26 -0.73
O 2.89 5.38 -1.52
C 3.19 2.98 -1.54
O 3.20 1.83 -0.66
C 2.04 1.13 -0.61
C 1.96 -0.13 -1.05
C 3.12 -0.86 -1.63
C 3.97 -1.54 -0.77
C 5.06 -2.23 -1.27
C 5.23 -2.24 -2.65
C 4.31 -1.55 -3.43
N 3.28 -0.86 -2.95
C 0.66 -0.86 -0.94
O 0.30 -1.62 -1.81
C -0.13 -0.55 0.30
C -0.88 -1.50 0.99
C -1.00 -2.92 0.47
C -2.10 -3.09 -0.59
C -3.53 -2.75 -0.14
C -3.98 -1.33 -0.51
C -4.16 -1.08 -2.00
N -3.94 0.35 -2.32
C -1.52 -1.11 2.18
C -2.29 -2.07 3.04
C -1.48 -2.48 4.30
O -0.08 -2.25 4.14
C -1.42 0.21 2.58
Br -2.25 0.81 4.18
C -0.70 1.17 1.88
O -0.61 2.45 2.34
B -1.54 3.33 1.82
O -1.57 4.57 2.39
O -2.35 3.01 0.74
C -0.03 0.77 0.74
C 0.81 1.74 -0.01
O 0.55 2.91 -0.14
H 5.22 5.24 -0.81
H 4.69 4.84 0.81
H 5.26 3.55 -0.19
H 2.63 4.13 0.13
H 2.09 5.13 -1.99
H 2.31 2.96 -2.18
H 4.09 2.88 -2.15
H 3.78 -1.51 0.30
H 5.73 -2.76 -0.62
H 6.06 -2.76 -3.10
H 4.43 -1.57 -4.51
H -0.05 -3.17 0.00
H -1.13 -3.63 1.28
H -2.07 -4.13 -0.94
H -1.86 -2.49 -1.47
H -3.63 -2.83 0.94
H -4.23 -3.48 -0.56
H -4.94 -1.16 -0.02
H -3.28 -0.62 -0.07
H -3.51 -1.72 -2.60
H -5.21 -1.32 -2.24
H -4.68 0.64 -2.95
H -3.07 0.44 -2.82
H -3.21 -1.61 3.39
H -2.48 -2.99 2.50
H -1.86 -1.99 5.19
H -1.60 -3.56 4.44
H 0.25 -1.76 4.89
H -2.12 5.15 1.85
H -3.23 2.73 0.99
Br -7.37 -0.95 -2.11
*
```

Löwdin atomic charge list, values in e, 8 entries: atom 1 (C): -0.03, atom 2 (C): -0.42, atom 3 (O): -0.02, atom 4 (C): -0.12, atom 5 (O): -0.01, atom 6 (C): -0.15, atom 7 (C): -0.01, atom 8 (C): -0.23

Number 1: DFT total energy -101934.82886 eV, molecular weight 634.90 g mol⁻¹. Number 2: DFT total energy -68378.02663 eV, molecular weight 423.96 g mol⁻¹. Number 3: DFT total energy -9078.51375 eV, molecular weight 100.14 g mol⁻¹. Number 4: DFT total energy -163871.38664 eV, molecular weight 1438.69 g mol⁻¹. Number 5: DFT total energy -14855.18162 eV, molecular weight 200.00 g mol⁻¹. Number 6: DFT total energy -186538.26046 eV, molecular weight 657.14 g mol⁻¹.